Density functional theory data (the ωB97M-V functional and the def2-TZVPD basis) for the molecule C5H5NO3S at a distorted geometry.

XYZ file:
```
15
Properties=species:S:1:pos:R:3
C 2.6101 -0.4094 -0.5174
C 1.2519 -0.2279 -0.3000
C 0.9844 1.0128 0.1270
C -1.1247 -1.0218 -0.5884
C -0.3091 1.5528 0.5813
N 3.1523 0.7833 -0.2935
O -2.7643 0.6793 0.6780
O -2.0121 1.2684 -1.6077
O 2.1911 1.6531 0.1368
S -1.7000 0.6452 -0.3122
H 3.1893 -1.2045 -1.0801
H -1.1356 -1.3269 -1.5688
H -1.5797 -1.6722 -0.0068
H -0.4936 1.2495 1.6009
H -0.3306 2.6633 0.3737
```

The calculated total energy is -871.9387 Ha. The energy above the lowest of the compared OMol25 structures with the same formula, charge and spin comes out at 6.4456 eV.